14 unconnected molecules or ions with the total composition C40H93BrF13IO16S, computed with ωB97M-V with the def2-TZVPD basis set.

Each atom is followed by the atoms it is bonded to, with distances in Å.
Element x y z (Å)
1 C -1.77 6.91 -7.96  C2 1.541, H34 1.093, H35 1.094, H36 1.090
2 C -0.36 7.38 -7.56  C1 1.541, C3 1.536, H37 1.091, H38 1.089
3 C 0.30 6.48 -6.51  C2 1.536, Br4 1.949, C5 1.553, H39 1.093
4 Br 2.21 6.38 -6.91  C3 1.949
5 C 0.05 6.83 -5.02  C3 1.553, I6 2.195, O7 1.420, C11 1.558
6 I -1.69 8.13 -4.74  C5 2.195
7 O 1.15 7.52 -4.45  C5 1.420, C8 1.373
8 C 0.90 7.51 -3.10  O7 1.373, O9 1.176, O10 1.348
9 O 1.16 8.37 -2.35  C8 1.176
10 O 0.30 6.35 -2.78  C8 1.348, C11 1.459
11 C -0.04 5.64 -4.01  C5 1.558, O10 1.459, C12 1.538, C14 1.549
12 C -1.42 4.98 -3.87  C11 1.538, C13 1.532, H40 1.095, H41 1.093
13 C -2.10 5.23 -2.52  C12 1.532, H42 1.094, H43 1.086, H44 1.092
14 C 1.07 4.59 -4.28  C11 1.549, C15 1.536, H45 1.086, H46 1.093
15 C 1.50 3.86 -3.00  C14 1.536, C16 1.518, H47 1.088, H48 1.090
16 C 2.77 4.37 -2.35  C15 1.518, F17 1.363, F18 1.360, C19 1.558
17 F 3.88 3.70 -2.79  C16 1.363
18 F 2.97 5.68 -2.67  C16 1.360
19 C 2.78 4.33 -0.79  C16 1.558, F20 1.348, F21 1.342, C22 1.571
20 F 3.72 5.19 -0.35  C19 1.348
21 F 1.59 4.73 -0.32  C19 1.342
22 C 3.19 2.98 -0.10  C19 1.571, F23 1.343, F24 1.338, C25 1.558
23 F 2.98 3.15 1.22  C22 1.343
24 F 4.50 2.77 -0.30  C22 1.338
25 C 2.43 1.71 -0.59  C22 1.558, F26 1.343, F27 1.331, S28 1.912
26 F 1.13 2.03 -0.70  C25 1.343
27 F 2.88 1.39 -1.80  C25 1.331
28 S 2.50 0.16 0.52  C25 1.912, F29 1.579, F30 1.575, F31 1.599, F32 1.599, F33 1.573
29 F 1.61 0.89 1.60  S28 1.579
30 F 3.83 0.63 1.21  S28 1.575
31 F 3.36 -0.63 -0.58  S28 1.599
32 F 1.18 -0.37 -0.21  S28 1.599
33 F 2.51 -1.15 1.39  S28 1.573
34 H -2.16 6.16 -7.27  C1 1.093
35 H -1.74 6.43 -8.95  C1 1.094
36 H -2.47 7.73 -8.02  C1 1.090
37 H 0.28 7.33 -8.45  C2 1.091
38 H -0.35 8.43 -7.25  C2 1.089
39 H -0.10 5.47 -6.64  C3 1.093
40 H -2.09 5.34 -4.65  C12 1.095
41 H -1.33 3.90 -4.01  C12 1.093
42 H -1.49 4.82 -1.71  C13 1.094
43 H -2.27 6.29 -2.37  C13 1.086
44 H -3.05 4.68 -2.49  C13 1.092
45 H 1.90 5.01 -4.83  C14 1.086
46 H 0.63 3.83 -4.92  C14 1.093
47 H 1.63 2.80 -3.23  C15 1.088
48 H 0.69 3.92 -2.27  C15 1.090
49 C 0.94 -3.80 1.18  C50 1.515, H52 1.091, H53 1.091, H54 1.093
50 C -0.43 -4.42 0.99  C49 1.515, O51 1.415, H55 1.092, H56 1.099
51 O -0.87 -5.13 2.12  C50 1.415, H57 0.966
52 H 1.68 -4.56 1.41  C49 1.091
53 H 1.25 -3.26 0.28  C49 1.091
54 H 0.91 -3.10 2.01  C49 1.093
55 H -0.44 -5.13 0.16  C50 1.092
56 H -1.15 -3.62 0.75  C50 1.099
57 H -0.85 -4.51 2.86  O51 0.966
58 C 4.14 -4.44 4.28  C59 1.514, H61 1.091, H62 1.090, H63 1.093
59 C 2.90 -3.78 4.83  C58 1.514, O60 1.429, H64 1.089, H65 1.098
60 O 2.82 -2.39 4.50  C59 1.429, H66 0.963
61 H 5.03 -3.94 4.65  C58 1.091
62 H 4.17 -5.49 4.56  C58 1.090
63 H 4.16 -4.38 3.19  C58 1.093
64 H 2.88 -3.82 5.92  C59 1.089
65 H 2.00 -4.29 4.46  C59 1.098
66 H 2.83 -2.34 3.53  O60 0.963
67 C 6.33 -3.73 -0.89  C68 1.517, H70 1.090, H71 1.091, H72 1.093
68 C 5.29 -3.98 0.19  C67 1.517, O69 1.424, H73 1.089, H74 1.096
69 O 5.00 -2.81 0.94  C68 1.424, H75 0.962
70 H 7.25 -3.36 -0.45  C67 1.090
71 H 6.55 -4.65 -1.44  C67 1.091
72 H 5.97 -2.99 -1.60  C67 1.093
73 H 5.65 -4.72 0.90  C68 1.089
74 H 4.37 -4.37 -0.26  C68 1.096
75 H 4.67 -2.14 0.33  O69 0.962
76 C -1.81 12.58 -8.53  C77 1.517, H79 1.090, H80 1.091, H81 1.092
77 C -1.74 11.47 -7.50  C76 1.517, O78 1.424, H82 1.090, H83 1.095
78 O -0.51 10.74 -7.57  C77 1.424, H84 0.962
79 H -1.69 12.18 -9.54  C76 1.090
80 H -2.76 13.11 -8.48  C76 1.091
81 H -1.00 13.31 -8.37  C76 1.092
82 H -2.53 10.74 -7.67  C77 1.090
83 H -1.87 11.88 -6.50  C77 1.095
84 H 0.21 11.36 -7.41  O78 0.962
85 C -5.94 -2.52 1.96  C86 1.515, H88 1.091, H89 1.087, H90 1.092
86 C -5.80 -2.87 0.49  C85 1.515, O87 1.430, H91 1.089, H92 1.096
87 O -4.78 -2.10 -0.17  C86 1.430, H93 0.963
88 H -6.17 -1.46 2.08  C85 1.091
89 H -6.74 -3.10 2.41  C85 1.087
90 H -5.01 -2.73 2.50  C85 1.092
91 H -6.72 -2.64 -0.04  C86 1.089
92 H -5.58 -3.93 0.37  C86 1.096
93 H -3.94 -2.29 0.27  O87 0.963
94 C -4.06 6.50 1.98  C95 1.517, H97 1.090, H98 1.091, H99 1.093
95 C -4.04 6.21 0.49  C94 1.517, O96 1.422, H100 1.089, H101 1.097
96 O -3.17 7.07 -0.23  C95 1.422, H102 0.963
97 H -4.36 7.53 2.16  C94 1.090
98 H -4.76 5.84 2.50  C94 1.091
99 H -3.07 6.35 2.41  C94 1.093
100 H -5.03 6.36 0.05  C95 1.089
101 H -3.76 5.16 0.31  C95 1.097
102 H -2.28 6.94 0.12  O96 0.963
103 C 7.42 2.79 -4.60  C104 1.517, H106 1.090, H107 1.091, H108 1.093
104 C 5.96 2.84 -4.99  C103 1.517, O105 1.428, H109 1.089, H110 1.091
105 O 5.68 2.02 -6.12  C104 1.428, H111 0.962
106 H 8.05 3.11 -5.44  C103 1.090
107 H 7.63 3.44 -3.75  C103 1.091
108 H 7.72 1.77 -4.33  C103 1.093
109 H 5.67 3.85 -5.27  C104 1.089
110 H 5.33 2.53 -4.15  C104 1.091
111 H 5.90 1.12 -5.90  O105 0.962
112 C -2.51 -0.81 3.52  C113 1.516, H115 1.092, H116 1.090, H117 1.093
113 C -2.75 -2.14 4.23  C112 1.516, O114 1.427, H118 1.088, H119 1.094
114 O -1.68 -3.06 4.00  C113 1.427, H120 0.965
115 H -2.39 -0.97 2.45  C112 1.092
116 H -3.34 -0.13 3.69  C112 1.090
117 H -1.60 -0.34 3.90  C112 1.093
118 H -3.64 -2.62 3.85  C113 1.088
119 H -2.87 -1.98 5.30  C113 1.094
120 H -0.87 -2.67 4.34  O114 0.965
121 C 2.33 -9.44 5.67  C122 1.517, H124 1.091, H125 1.091, H126 1.093
122 C 2.90 -8.04 5.50  C121 1.517, O123 1.429, H127 1.087, H128 1.096
123 O 3.50 -7.86 4.22  C122 1.429, H129 0.962
124 H 3.11 -10.19 5.54  C121 1.091
125 H 1.89 -9.57 6.66  C121 1.091
126 H 1.56 -9.64 4.93  C121 1.093
127 H 3.68 -7.85 6.24  C122 1.087
128 H 2.11 -7.29 5.65  C122 1.096
129 H 2.82 -8.01 3.55  O123 0.962
130 C 2.48 -6.21 10.43  C131 1.517, H133 1.090, H134 1.091, H135 1.093
131 C 2.89 -7.30 9.46  C130 1.517, O132 1.424, H136 1.090, H137 1.095
132 O 3.81 -6.82 8.47  C131 1.424, H138 0.962
133 H 2.03 -5.38 9.89  C130 1.090
134 H 1.76 -6.59 11.16  C130 1.091
135 H 3.34 -5.83 10.97  C130 1.093
136 H 2.03 -7.67 8.90  C131 1.090
137 H 3.33 -8.14 10.00  C131 1.095
138 H 4.59 -6.50 8.92  O132 0.962
139 C -3.90 0.24 -2.52  C140 1.515, H142 1.090, H143 1.090, H144 1.091
140 C -2.88 1.14 -3.19  C139 1.515, O141 1.427, H145 1.090, H146 1.096
141 O -2.50 2.23 -2.34  C140 1.427, H147 0.963
142 H -4.79 0.82 -2.26  C139 1.090
143 H -4.20 -0.57 -3.19  C139 1.090
144 H -3.52 -0.20 -1.60  C139 1.091
145 H -3.29 1.59 -4.09  C140 1.090
146 H -1.99 0.56 -3.47  C140 1.096
147 H -2.11 1.85 -1.55  O141 0.963
148 C 1.04 -11.43 1.85  C149 1.518, H151 1.091, H152 1.091, H153 1.093
149 C 1.29 -12.37 3.02  C148 1.518, O150 1.426, H154 1.089, H155 1.095
150 O 0.37 -12.14 4.08  C149 1.426, H156 0.962
151 H 1.12 -10.39 2.17  C148 1.091
152 H 1.76 -11.60 1.05  C148 1.091
153 H 0.04 -11.58 1.44  C148 1.093
154 H 2.28 -12.20 3.43  C149 1.089
155 H 1.22 -13.41 2.69  C149 1.095
156 H -0.52 -12.28 3.73  O150 0.962
157 C -10.50 -3.69 3.77  C158 1.517, H160 1.090, H161 1.091, H162 1.093
158 C -9.77 -2.40 3.45  C157 1.517, O159 1.425, H163 1.089, H164 1.095
159 O -9.08 -2.46 2.21  C158 1.425, H165 0.963
160 H -9.80 -4.53 3.79  C157 1.090
161 H -10.99 -3.63 4.74  C157 1.091
162 H -11.25 -3.91 3.01  C157 1.093
163 H -9.00 -2.20 4.20  C158 1.089
164 H -10.47 -1.56 3.45  C158 1.095
165 H -9.73 -2.63 1.51  O159 0.963

## Properties
- Max |F|: 0.9 eV Å⁻¹
- LUMO energy: -0.037 eV
- Kohn-Sham gap: 9.47 eV
- E_tot: -200049.4163 eV

10 unconnected molecules or ions with the total composition C40H93F9N2O13S at a distorted geometry, computed with ωB97M-V with the def2-TZVPD basis set.

Each atom is followed by the atoms it is bonded to, with distances in Å.
Element x y z (Å)
1 C 4.80 -3.62 -2.38  C2 1.625, H30 1.152, H31 1.146, H32 1.137
2 C 4.19 -2.19 -2.85  C1 1.625, O3 1.454, H33 1.155, H34 1.151
3 O 3.18 -2.50 -3.85  C2 1.454, O4 1.357
4 O 2.17 -1.60 -3.85  O3 1.357, C5 1.444
5 C 0.97 -2.16 -3.26  O4 1.444, O6 1.262, N7 1.464
6 O 1.13 -2.73 -2.14  C5 1.262
7 N -0.34 -2.01 -3.89  C5 1.464, C8 1.496, C16 1.495
8 C -0.58 -0.61 -4.37  N7 1.496, C9 1.601, H35 1.159, H36 1.155
9 C -2.11 -0.23 -4.60  C8 1.601, C10 1.607, H37 1.156, H38 1.140
10 C -2.88 0.35 -3.32  C9 1.607, C11 1.605, H39 1.156, H40 1.151
11 C -2.44 -0.29 -1.91  C10 1.605, N12 1.505, H41 1.156, H42 1.141
12 N -1.63 0.74 -1.17  C11 1.505, C13 1.480, H43 1.030
13 C -1.14 0.20 0.12  N12 1.480, C14 1.623, O15 1.266
14 C -0.34 -1.20 0.26  C13 1.623, H44 1.144, H45 1.140, H46 1.140
15 O -1.29 0.85 1.20  C13 1.266
16 C -0.60 -3.04 -4.94  N7 1.495, C17 1.604, H47 1.139, H48 1.157
17 C -1.76 -4.00 -4.39  C16 1.604, C18 1.629, H49 1.152, H50 1.139
18 C -1.22 -5.45 -3.87  C17 1.629, F19 1.421, F20 1.438, C21 1.600
19 F -1.27 -6.30 -5.00  C18 1.421
20 F 0.13 -5.18 -3.43  C18 1.438
21 C -2.18 -5.87 -2.66  C18 1.600, F22 1.432, F23 1.427, S24 1.875
22 F -1.78 -5.07 -1.54  C21 1.432
23 F -3.55 -5.52 -2.88  C21 1.427
24 S -2.10 -7.66 -2.13  C21 1.875, F25 1.697, F26 1.661, F27 1.663, F28 1.696, F29 1.671
25 F -3.61 -7.48 -1.38  S24 1.697
26 F -2.83 -8.23 -3.52  S24 1.661
27 F -0.56 -7.89 -2.71  S24 1.663
28 F -1.41 -7.19 -0.66  S24 1.696
29 F -2.04 -9.23 -1.54  S24 1.671
30 H 4.01 -4.46 -2.40  C1 1.152
31 H 5.70 -3.94 -3.00  C1 1.146
32 H 5.14 -3.48 -1.30  C1 1.137
33 H 3.74 -1.71 -1.90  C2 1.155
34 H 5.04 -1.52 -3.24  C2 1.151
35 H 0.09 -0.47 -5.31  C8 1.159
36 H -0.15 0.12 -3.58  C8 1.155
37 H -2.12 0.61 -5.39  C9 1.156
38 H -2.68 -1.15 -4.99  C9 1.140
39 H -4.00 0.10 -3.47  C10 1.156
40 H -2.80 1.49 -3.27  C10 1.151
41 H -3.42 -0.47 -1.32  C11 1.156
42 H -1.93 -1.31 -1.98  C11 1.141
43 H -0.87 1.10 -1.76  N12 1.030
44 H -0.94 -2.07 -0.17  C14 1.144
45 H -0.13 -1.39 1.37  C14 1.140
46 H 0.67 -1.03 -0.24  C14 1.140
47 H 0.33 -3.58 -5.33  C16 1.139
48 H -1.05 -2.48 -5.84  C16 1.157
49 H -2.32 -3.45 -3.55  C17 1.152
50 H -2.48 -4.21 -5.25  C17 1.139
51 C -3.34 5.00 1.29  C52 1.521, H55 1.095, H56 1.094, H57 1.094
52 C -4.35 3.90 1.59  C51 1.521, C53 1.520, O54 1.425, H58 1.094
53 C -4.53 3.71 3.08  C52 1.520, H59 1.095, H60 1.093, H61 1.092
54 O -3.89 2.68 1.00  C52 1.425, H62 0.969
55 H -2.36 4.76 1.71  C51 1.095
56 H -3.21 5.12 0.21  C51 1.094
57 H -3.67 5.96 1.71  C51 1.094
58 H -5.31 4.14 1.12  C52 1.094
59 H -3.59 3.42 3.56  C53 1.095
60 H -5.25 2.91 3.28  C53 1.093
61 H -4.90 4.62 3.56  C53 1.092
62 H -3.04 2.46 1.41  O54 0.969
63 C 3.72 -6.93 1.13  C64 1.520, H67 1.095, H68 1.092, H69 1.093
64 C 4.78 -6.52 0.12  C63 1.520, C65 1.521, O66 1.427, H70 1.094
65 C 6.03 -7.37 0.26  C64 1.521, H71 1.095, H72 1.094, H73 1.093
66 O 5.11 -5.14 0.32  C64 1.427, H74 0.967
67 H 4.08 -6.80 2.16  C63 1.095
68 H 2.83 -6.30 1.03  C63 1.092
69 H 3.43 -7.97 0.99  C63 1.093
70 H 4.38 -6.61 -0.89  C64 1.094
71 H 6.47 -7.25 1.25  C65 1.095
72 H 6.79 -7.05 -0.46  C65 1.094
73 H 5.81 -8.42 0.10  C65 1.093
74 H 5.47 -5.05 1.21  O66 0.967
75 C 3.04 2.09 -8.14  C76 1.521, H79 1.095, H80 1.093, H81 1.093
76 C 2.47 0.99 -7.26  C75 1.521, C77 1.521, O78 1.427, H82 1.094
77 C 3.56 0.32 -6.44  C76 1.521, H83 1.095, H84 1.093, H85 1.093
78 O 1.83 0.01 -8.08  C76 1.427, H86 0.966
79 H 3.77 1.69 -8.85  C75 1.095
80 H 2.24 2.55 -8.73  C75 1.093
81 H 3.52 2.86 -7.54  C75 1.093
82 H 1.71 1.40 -6.59  C76 1.094
83 H 4.31 -0.15 -7.09  C77 1.095
84 H 3.15 -0.48 -5.82  C77 1.093
85 H 4.07 1.04 -5.79  C77 1.093
86 H 2.49 -0.36 -8.67  O78 0.966
87 C -0.84 -4.87 1.82  C88 1.520, H91 1.095, H92 1.093, H93 1.093
88 C 0.20 -5.87 2.29  C87 1.520, C89 1.521, O90 1.427, H94 1.094
89 C -0.28 -6.64 3.51  C88 1.521, H95 1.095, H96 1.093, H97 1.093
90 O 1.41 -5.17 2.62  C88 1.427, H98 0.966
91 H -1.06 -4.13 2.60  C87 1.095
92 H -0.48 -4.31 0.96  C87 1.093
93 H -1.77 -5.37 1.54  C87 1.093
94 H 0.44 -6.56 1.48  C88 1.094
95 H -0.48 -5.97 4.35  C89 1.095
96 H 0.49 -7.35 3.84  C89 1.093
97 H -1.19 -7.20 3.28  C89 1.093
98 H 1.21 -4.55 3.34  O90 0.966
99 C 8.91 -2.52 1.81  C100 1.521, H103 1.095, H104 1.093, H105 1.093
100 C 8.09 -2.01 0.64  C99 1.521, C101 1.520, O102 1.426, H106 1.094
101 C 8.03 -3.04 -0.48  C100 1.520, H107 1.095, H108 1.093, H109 1.093
102 O 8.68 -0.81 0.14  C100 1.426, H110 0.966
103 H 9.94 -2.73 1.51  C99 1.095
104 H 8.96 -1.76 2.60  C99 1.093
105 H 8.48 -3.43 2.23  C99 1.093
106 H 7.08 -1.76 0.97  C100 1.094
107 H 9.03 -3.27 -0.86  C101 1.095
108 H 7.45 -2.66 -1.32  C101 1.093
109 H 7.57 -3.97 -0.13  C101 1.093
110 H 9.58 -1.02 -0.16  O102 0.966
111 C -5.89 6.65 6.62  C112 1.521, H115 1.095, H116 1.093, H117 1.093
112 C -6.92 6.17 5.60  C111 1.521, C113 1.521, O114 1.426, H118 1.094
113 C -8.33 6.24 6.16  C112 1.521, H119 1.095, H120 1.093, H121 1.093
114 O -6.62 4.83 5.22  C112 1.426, H122 0.966
115 H -5.91 6.02 7.51  C111 1.095
116 H -4.88 6.58 6.20  C111 1.093
117 H -6.08 7.68 6.92  C111 1.093
118 H -6.85 6.79 4.70  C112 1.094
119 H -8.43 5.59 7.04  C113 1.095
120 H -9.05 5.88 5.42  C113 1.093
121 H -8.59 7.26 6.44  C113 1.093
122 H -6.67 4.28 6.01  O114 0.966
123 C -1.12 8.17 6.26  C124 1.521, H127 1.095, H128 1.093, H129 1.093
124 C -1.70 7.08 7.14  C123 1.521, C125 1.521, O126 1.426, H130 1.094
125 C -0.61 6.41 7.98  C124 1.521, H131 1.095, H132 1.093, H133 1.093
126 O -2.33 6.09 6.32  C124 1.426, H134 0.966
127 H -0.38 7.77 5.56  C123 1.095
128 H -1.91 8.63 5.65  C123 1.093
129 H -0.64 8.95 6.86  C123 1.093
130 H -2.46 7.50 7.79  C124 1.094
131 H 0.14 5.95 7.34  C125 1.095
132 H -1.04 5.62 8.59  C125 1.093
133 H -0.12 7.14 8.63  C125 1.093
134 H -1.66 5.72 5.73  O126 0.966
135 C -6.12 6.15 -1.73  C136 1.520, H139 1.095, H140 1.093, H141 1.093
136 C -4.91 6.01 -2.63  C135 1.520, C137 1.521, O138 1.427, H142 1.094
137 C -3.86 7.07 -2.33  C136 1.521, H143 1.095, H144 1.093, H145 1.093
138 O -5.32 6.12 -3.99  C136 1.427, H146 0.966
139 H -6.60 7.13 -1.87  C135 1.095
140 H -6.87 5.39 -1.96  C135 1.093
141 H -5.84 6.06 -0.67  C135 1.093
142 H -4.47 5.01 -2.50  C136 1.094
143 H -4.26 8.07 -2.50  C137 1.095
144 H -3.00 6.96 -3.00  C137 1.093
145 H -3.51 7.00 -1.30  C137 1.093
146 H -5.70 7.00 -4.12  O138 0.966
147 C 3.50 1.12 3.37  C148 1.521, H151 1.095, H152 1.093, H153 1.093
148 C 2.85 1.25 2.01  C147 1.521, C149 1.521, O150 1.425, H154 1.094
149 C 2.34 2.66 1.77  C148 1.521, H155 1.095, H156 1.093, H157 1.093
150 O 1.77 0.33 1.90  C148 1.425, H158 0.967
151 H 2.78 1.33 4.17  C147 1.095
152 H 3.85 0.09 3.53  C147 1.093
153 H 4.35 1.80 3.48  C147 1.093
154 H 3.58 0.99 1.23  C148 1.094
155 H 1.58 2.93 2.51  C149 1.095
156 H 1.87 2.74 0.79  C149 1.093
157 H 3.15 3.39 1.83  C149 1.093
158 H 1.12 0.55 2.58  O150 0.967

## Properties
- Max |F|: 5.2 eV Å⁻¹
- LUMO energy: -1.235 eV
- SMILES: CCOOC(=O)N(CCCCNC(C)=O)CCC(F)(F)C(F)(F)S(F)(F)(F)(F)F.CC(C)O.CC(C)O.CC(C)O.CC(C)O.CC(C)O.CC(C)O.CC(C)O.CC(C)O.CC(C)O
- Kohn-Sham gap: 7.98 eV
- E_tot: -107868.9701 eV